Record 1
{
  "formula": "C25H56NO10S6",
  "method": "ωB97M-V/def2-TZVPD",
  "homo_ev": -10.0,
  "total_charge": 1,
  "e_lumo_ev": -4.395,
  "orbital_gap_ha": 0.20534,
  "elements": ["C", "C", "O", "C", "C", "O", "C", "C", "C", "C", "C", "O", "O", "C", "C", "N", "C", "C", "H", "H", "H", "H", "H", "H", "H", "H", "H", "H", "H", "H", "H", "H", "H", "H", "H", "H", "H", "H", "C", "S", "O", "C", "H", "H", "H", "H", "H", "H", "C", "S", "O", "C", "H", "H", "H", "H", "H", "H", "C", "S", "O", "C", "H", "H", "H", "H", "H", "H", "C", "S", "O", "C", "H", "H", "H", "H", "H", "H", "C", "S", "O", "C", "H", "H", "H", "H", "H", "H", "C", "S", "O", "C", "H", "H", "H", "H", "H", "H"],
  "xyz": [[7.475, 1.733, -0.066], [7.373, 3.265, -0.094], [6.111, 3.752, 0.345], [5.181, 3.831, -0.724], [3.803, 3.349, -0.218], [2.744, 4.287, -0.385], [2.058, 4.195, -1.601], [1.185, 2.929, -1.688], [0.291, 2.726, -0.667], [-0.505, 1.596, -0.655], [-1.510, 1.269, 0.449], [-1.805, 0.109, 0.626], [-2.069, 2.242, 1.191], [-0.389, 0.664, -1.676], [0.497, 0.933, -2.669], [1.269, 2.029, -2.680], [2.209, 2.153, -3.823], [3.704, 2.037, -3.448], [6.584, 1.218, -0.448], [8.328, 1.377, -0.664], [7.688, 1.394, 0.956], [7.581, 3.639, -1.110], [8.181, 3.658, 0.536], [5.532, 3.100, -1.472], [5.160, 4.825, -1.196], [3.910, 3.195, 0.863], [3.599, 2.358, -0.646], [1.339, 5.028, -1.600], [2.677, 4.341, -2.496], [0.211, 3.433, 0.156], [-1.681, 3.106, 0.998], [-0.996, -0.235, -1.648], [0.590, 0.196, -3.462], [2.025, 3.071, -4.389], [2.006, 1.331, -4.514], [4.125, 3.027, -3.250], [4.275, 1.636, -4.292], [3.828, 1.397, -2.568], [-4.162, 3.677, -4.151], [-3.104, 2.310, -3.660], [-2.187, 2.015, -4.801], [-4.391, 1.060, -3.661], [-3.546, 4.569, -4.248], [-4.632, 3.452, -5.108], [-4.920, 3.841, -3.386], [-4.850, 0.999, -4.645], [-5.140, 1.313, -2.910], [-3.944, 0.101, -3.414], [-5.509, -2.749, -6.631], [-6.236, -2.542, -5.000], [-5.541, -1.393, -4.349], [-5.554, -4.046, -4.292], [-5.779, -1.886, -7.236], [-4.423, -2.811, -6.548], [-5.905, -3.653, -7.093], [-4.466, -4.026, -4.357], [-5.949, -4.910, -4.826], [-5.856, -4.097, -3.247], [-4.897, -1.398, 1.363], [-4.375, -3.027, 1.927], [-5.593, -3.877, 2.014], [-3.953, -2.525, 3.596], [-5.245, -1.485, 0.335], [-5.709, -1.029, 1.991], [-4.050, -0.711, 1.400], [-4.825, -2.085, 4.084], [-3.134, -1.804, 3.564], [-3.633, -3.408, 4.147], [-3.816, -7.159, 4.318], [-3.027, -6.104, 5.539], [-2.359, -4.996, 4.796], [-1.748, -7.274, 6.013], [-4.632, -6.600, 3.861], [-3.094, -7.442, 3.551], [-4.215, -8.047, 4.809], [-1.157, -7.550, 5.140], [-2.210, -8.157, 6.454], [-1.106, -6.795, 6.751], [-7.736, -0.116, 5.914], [-6.528, -0.752, 7.086], [-7.012, -0.413, 8.446], [-5.228, 0.422, 6.671], [-8.655, -0.687, 6.030], [-7.933, 0.937, 6.118], [-7.358, -0.240, 4.898], [-5.585, 1.441, 6.827], [-4.928, 0.281, 5.631], [-4.377, 0.230, 7.322], [11.646, 1.719, 0.354], [12.165, 0.584, -0.942], [10.936, -0.053, -1.488], [12.946, -0.607, 0.156], [11.095, 2.535, -0.111], [11.002, 1.201, 1.065], [12.524, 2.119, 0.861], [12.219, -0.976, 0.880], [13.784, -0.133, 0.669], [13.313, -1.435, -0.447]],
  "mulliken_charge": [-0.79, -0.40, -0.43, -0.47, -0.27, -0.40, -0.98, -0.06, -0.66, 1.23, 0.27, -0.52, -0.44, -0.56, -0.22, 0.38, -0.82, -0.79, 0.25, 0.26, 0.25, 0.33, 0.35, 0.30, 0.26, 0.52, 0.07, 0.47, 0.36, 0.45, 0.33, 0.63, 0.35, 0.38, 0.41, 0.21, 0.47, 0.26, -1.12, 0.73, -0.67, -1.02, 0.33, 0.34, 0.37, 0.39, 0.41, 0.30, -0.95, 0.41, -0.52, -0.96, 0.31, 0.30, 0.38, 0.30, 0.39, 0.31, -0.56, 0.53, -0.65, -0.11, 0.30, 0.22, 0.09, -0.03, 0.29, -0.04, -0.91, 0.51, -0.65, -0.98, 0.30, 0.29, 0.38, 0.30, 0.38, 0.33, -0.78, 0.53, -0.63, -0.87, 0.32, 0.31, 0.20, 0.34, 0.27, 0.31, -0.88, 0.50, -0.61, -0.91, 0.23, 0.28, 0.42, 0.30, 0.35, 0.32]
}

---

Record 2
{
  "formula": "C25H57Cs2N7O12S",
  "method": "ωB97M-V/def2-TZVPD",
  "homo_ev": -8.0,
  "e_lumo_ev": -0.495,
  "orbital_gap_ha": 0.27688,
  "elements": ["Cs", "Cs", "S", "O", "O", "O", "O", "C", "C", "O", "N", "C", "H", "H", "H", "H", "H", "H", "H", "C", "C", "O", "N", "C", "H", "H", "H", "H", "H", "H", "H", "C", "C", "O", "N", "C", "H", "H", "H", "H", "H", "H", "H", "C", "C", "O", "N", "C", "H", "H", "H", "H", "H", "H", "H", "C", "C", "O", "N", "C", "H", "H", "H", "H", "H", "H", "H", "C", "C", "O", "N", "C", "H", "H", "H", "H", "H", "H", "H", "C", "C", "O", "N", "C", "H", "H", "H", "H", "H", "H", "H", "C", "C", "C", "O", "C", "H", "H", "H", "H", "H", "H", "H", "H"],
  "xyz": [[-0.190, -1.812, -6.051], [-0.353, -0.765, -1.294], [1.584, 0.490, -4.092], [1.969, -0.296, -5.281], [2.067, 1.884, -4.222], [0.175, 0.522, -4.045], [2.044, -0.146, -2.864], [1.616, 5.448, 3.920], [1.192, 4.047, 4.272], [0.480, 3.855, 5.257], [1.562, 2.993, 3.571], [2.440, 2.987, 2.390], [1.636, 6.037, 4.837], [1.002, 5.863, 3.121], [2.621, 5.407, 3.501], [1.231, 2.097, 3.899], [2.065, 2.207, 1.728], [3.482, 2.726, 2.577], [2.460, 3.846, 1.720], [-1.540, 3.677, 1.505], [-0.627, 2.933, 0.608], [-0.548, 1.715, 0.701], [0.189, 3.657, -0.186], [1.146, 3.108, -1.079], [-1.955, 4.533, 0.974], [-1.041, 4.105, 2.375], [-2.415, 3.136, 1.867], [0.151, 4.666, -0.214], [1.259, 3.730, -1.967], [0.766, 2.192, -1.532], [2.134, 2.994, -0.634], [-2.065, -4.742, 0.997], [-0.659, -4.260, 1.191], [-0.320, -3.138, 0.829], [0.204, -5.140, 1.747], [1.676, -4.927, 1.833], [-2.039, -5.368, 0.105], [-2.821, -4.026, 0.677], [-2.487, -5.306, 1.829], [-0.131, -6.069, 1.960], [2.145, -5.906, 1.940], [1.928, -4.279, 2.672], [2.043, -4.515, 0.893], [4.459, 1.986, -1.516], [4.333, 0.958, -0.441], [5.087, 0.942, 0.510], [3.318, 0.049, -0.611], [2.988, -1.174, 0.203], [3.752, 2.099, -2.338], [5.445, 1.812, -1.947], [4.584, 2.925, -0.976], [2.863, 0.095, -1.512], [3.918, -1.664, 0.491], [2.352, -1.831, -0.390], [2.503, -0.873, 1.131], [-1.773, 4.378, -3.130], [-2.808, 3.314, -3.348], [-3.990, 3.471, -3.004], [-2.332, 2.148, -3.877], [-3.229, 1.001, -4.048], [-2.231, 5.289, -3.516], [-0.871, 4.184, -3.711], [-1.453, 4.413, -2.089], [-1.346, 1.943, -3.954], [-4.266, 1.177, -3.761], [-2.760, 0.151, -3.554], [-3.127, 0.731, -5.099], [1.243, -4.989, -2.337], [1.196, -3.554, -2.824], [0.090, -3.060, -3.014], [2.343, -2.862, -2.988], [3.669, -3.200, -2.674], [2.213, -5.418, -2.589], [0.491, -5.576, -2.863], [1.047, -5.051, -1.267], [2.174, -1.893, -3.219], [3.712, -4.024, -1.962], [3.994, -2.323, -2.114], [4.322, -3.407, -3.523], [-5.512, -1.434, -2.038], [-4.547, -1.667, -0.888], [-3.348, -1.691, -1.090], [-5.171, -1.652, 0.309], [-4.416, -1.762, 1.553], [-5.323, -0.396, -2.314], [-6.538, -1.727, -1.814], [-5.181, -2.039, -2.882], [-6.127, -1.326, 0.289], [-5.022, -1.377, 2.374], [-3.399, -1.371, 1.574], [-4.285, -2.828, 1.736], [-0.910, -0.839, 3.274], [-1.448, -0.352, 4.635], [-0.429, 0.625, 5.122], [0.814, 0.265, 4.449], [0.540, -0.459, 3.295], [-1.399, -0.321, 2.449], [-1.076, -1.911, 3.173], [-1.666, -1.178, 5.312], [-2.368, 0.197, 4.436], [-0.222, 0.442, 6.177], [-0.769, 1.655, 5.011], [1.199, -1.328, 3.290], [0.618, 0.149, 2.394]],
  "mulliken_charge": [1.13, 0.99, 0.59, -0.93, -0.80, -0.69, -1.00, -1.09, 0.85, -0.69, 0.27, -1.01, 0.34, 0.23, 0.36, 0.07, -0.11, 0.38, 0.49, -1.46, 0.38, -0.18, 0.32, -0.82, 0.45, 0.15, 0.32, 0.32, 0.40, 0.08, 0.03, -1.09, 0.62, -0.26, -0.16, -0.59, 0.38, -0.16, 0.42, 0.24, 0.35, 0.26, 0.03, -1.24, 0.79, -0.75, 0.75, -0.53, 0.30, 0.29, 0.37, 0.19, 0.44, -0.13, -0.07, -0.72, 0.81, -0.71, 0.00, -0.89, 0.36, 0.31, -0.09, 0.33, 0.37, 0.16, 0.28, -1.28, 0.50, -0.67, 0.34, -1.03, 0.50, 0.37, 0.05, 0.40, 0.45, 0.16, 0.29, -1.18, 0.56, -0.47, -0.09, -0.89, 0.21, 0.42, 0.29, 0.25, 0.40, 0.26, 0.32, 0.53, -0.67, -0.38, -0.70, 1.16, -0.37, -0.17, 0.31, 0.29, 0.35, 0.16, 0.14, -0.79]
}